This record from the Open Molecules 2025 dataset describes a single C4H12N2S molecule. The level of theory is ωB97M-V/def2-TZVPD.

Results
ΔE to the lowest compared entry with this formula, charge and spin ... 15.2 kcal/mol
Calculated total energy ... -18157.3583 eV
Gap between HOMO and LUMO ... 9.89 eV
Total charge ... 0
Max |F| ... 0.92 eV/A
E_LUMO ... 1.029 eV
Multiplicity ... 1
HOMO level ... -8.86 eV
SMILES ... NCCNCCS

Last column: Mulliken charge in e.
CARTESIAN COORDINATES (ANGSTROEM)
1 H 1.794 -0.700 1.999  0.1968
2 H -2.974 0.193 0.803  0.4073
3 H -2.549 -1.159 -0.259  0.3757
4 C -0.902 0.162 0.140  -0.6087
5 N 1.939 0.247 1.678  -0.4960
6 H -0.721 1.236 0.174  0.3049
7 S -3.004 0.824 -1.506  -0.2658
8 N -0.110 -0.458 -0.936  -0.4057
9 C 1.289 -0.715 -0.548  -0.6690
10 C 2.005 0.390 0.216  -0.4082
11 H -0.640 -0.156 1.147  0.3838
12 H 3.035 0.468 -0.139  0.3389
13 H 2.778 0.611 2.106  0.2233
14 C -2.375 -0.105 -0.056  -0.7013
15 H 1.283 -1.681 -0.040  0.3697
16 H 1.838 -0.857 -1.478  0.3204
17 H 1.484 1.324 0.015  0.2183
18 H -0.039 0.260 -1.651  0.2996
19 H -4.131 0.117 -1.662  0.1161

This record from the Open Molecules 2025 dataset describes a single C6H10O molecule. The level of theory is ωB97M-V/def2-TZVPD.

Results
ΔE to the lowest compared entry with this formula, charge and spin ... 28.2 kcal/mol
Calculated total energy ... -8430.0182 eV
Gap between HOMO and LUMO ... 10.26 eV
Total charge ... 0
Max |F| ... 2.84 eV/A
E_LUMO ... 0.998 eV
Multiplicity ... 1
HOMO level ... -9.26 eV
SMILES ... CC1=C[C@H](O)[C@H]1C

Last column: Mulliken charge in e.
CARTESIAN COORDINATES (ANGSTROEM)
1 C 0.447 -0.726 -0.016  0.4962
2 H -0.741 -2.282 1.062  0.4044
3 H -1.827 0.470 1.270  0.4008
4 H 2.408 -0.249 -0.688  0.2970
5 O -2.700 -0.214 -0.393  -0.5720
6 C -0.568 -1.337 0.591  -0.8070
7 H 2.351 -1.441 0.623  0.3061
8 H 1.908 -1.909 -1.016  0.3048
9 H -2.484 -0.703 -1.195  0.3376
10 C 1.861 -1.100 -0.288  -1.2049
11 H -0.442 0.706 -1.429  0.3479
12 H 1.242 2.080 -0.215  0.3840
13 C 0.294 1.829 0.257  -1.5076
14 C -0.280 0.560 -0.356  0.1621
15 H -0.392 2.661 0.123  0.3868
16 C -1.543 -0.034 0.349  -0.0872
17 H 0.465 1.687 1.321  0.3510

This record from the Open Molecules 2025 dataset describes a molecular structure, C9H19EuNP. The level of theory is ωB97M-V/def2-TZVPD.

Results
Expectation value of S² ... 15.768
ΔE to the lowest compared entry with this formula, charge and spin ... 33.1 kcal/mol
Calculated total energy ... -39739.7604 eV
Gap between HOMO and LUMO (alpha / beta) ... 3.03 / 7.65 eV
Total charge ... -1
Max |F| ... 3.20 eV/A
E_LUMO (alpha / beta) ... 3.271 / 3.213 eV
Multiplicity ... 8
HOMO level (alpha / beta) ... 0.24 / -4.44 eV

Last column: Mulliken spin population.
CARTESIAN COORDINATES (ANGSTROEM)
1 P -0.239 -0.271 1.320  -0.0251
2 H 0.449 -1.983 2.904  0.0278
3 Eu -0.343 1.921 -0.752  6.6842
4 C 1.440 -1.579 -0.616  0.1086
5 C -0.521 -3.498 -1.189  -0.0822
6 C -0.457 -1.378 2.755  0.1820
7 C 0.212 -1.542 0.053  -0.1960
8 H -1.753 -2.453 0.252  0.0741
9 H 2.062 -0.332 2.088  0.0040
10 H -0.797 4.844 -1.718  0.0960
11 C 0.077 4.188 -1.630  -0.0515
12 C 1.689 -2.582 -1.559  -0.0344
13 H 1.397 1.391 -1.411  0.0059
14 H 1.234 1.187 2.553  -0.0681
15 H 2.198 -0.812 -0.425  0.0072
16 C 0.716 -3.545 -1.840  0.0787
17 C -0.783 -2.497 -0.253  0.2236
18 H -1.312 -2.046 2.590  -0.0548
19 H -3.380 1.948 -0.254  -0.1060
20 H 1.862 0.998 0.892  0.0543
21 H -1.285 -4.246 -1.406  -0.0182
22 N -2.598 2.352 0.265  0.1675
23 H -2.763 3.355 0.366  -0.0128
24 H -2.585 1.929 1.199  -0.1164
25 H 0.361 4.084 -0.555  0.0588
26 H 0.936 4.640 -2.133  -0.0060
27 H -0.143 3.180 -2.250  0.0775
28 H -0.644 -0.774 3.654  -0.0799
29 H 2.652 -2.612 -2.070  -0.0062
30 C 1.396 0.466 1.737  -0.0099
31 H 0.922 -4.332 -2.567  0.0169

This record from the Open Molecules 2025 dataset describes a single C5H7NO molecule. The level of theory is ωB97M-V/def2-TZVPD.

Results
ΔE to the lowest compared entry with this formula, charge and spin ... 121.2 kcal/mol
Calculated total energy ... -8830.9482 eV
Gap between HOMO and LUMO (alpha / beta) ... 7.66 / 7.67 eV
Total charge ... 0
Max |F| ... 1.13 eV/A
E_LUMO (alpha / beta) ... -0.653 / -0.653 eV
Multiplicity ... 1
HOMO level (alpha / beta) ... -8.32 / -8.32 eV

Last column: Mulliken charge in e.
CARTESIAN COORDINATES (ANGSTROEM)
1 H 1.716 0.275 -1.900  0.2463
2 C 0.557 0.291 0.119  0.7223
3 C -1.633 -1.115 0.383  -1.1107
4 H -1.013 -1.864 0.868  0.3467
5 N 1.102 -0.988 -0.243  -0.5326
6 O -1.135 0.199 -1.592  -0.5342
7 H 1.197 2.181 0.882  0.2782
8 H -0.501 1.643 1.359  0.2558
9 H -2.086 -0.487 1.155  0.2910
10 C -0.814 -0.248 -0.527  0.6344
11 H -2.419 -1.604 -0.190  0.3338
12 H 2.759 0.300 -0.360  0.3148
13 C 1.824 0.014 -0.846  -0.3861
14 C 0.446 1.403 0.894  -0.8598

This record from the Open Molecules 2025 dataset describes a molecular structure, C32H44Br4N2O2SSi3Ti. The level of theory is ωB97M-V/def2-TZVPD.

Results
ΔE to the lowest compared entry with this formula, charge and spin ... 11.2 kcal/mol
Calculated total energy ... -378732.5493 eV
Gap between HOMO and LUMO ... 6.73 eV
Total charge ... 0
Max |F| ... 2.37 eV/A
E_LUMO ... -0.758 eV
Multiplicity ... 1
HOMO level ... -7.48 eV

Last column: Mulliken charge in e.
CARTESIAN COORDINATES (ANGSTROEM)
1 Br 1.759 -2.144 -7.620  -0.2311
2 C 1.427 -1.503 -5.873  -0.1253
3 S -1.981 1.932 -0.474  0.0085
4 H 2.405 -2.427 -2.357  0.0808
5 C 0.557 -4.240 1.463  -1.3030
6 H 0.957 2.423 0.425  -0.2330
7 C -0.993 -3.439 -3.078  -0.6382
8 Br 2.572 1.808 -3.683  -0.1352
9 H 2.617 0.233 -6.151  0.4756
10 H 0.690 0.242 4.720  0.2741
11 H 2.114 2.755 1.689  0.5459
12 H -1.660 1.669 2.426  -0.1539
13 C -4.679 3.962 1.677  -0.7406
14 C -0.878 3.291 -0.839  -0.2908
15 H 0.670 -2.777 4.322  0.2809
16 H 0.383 6.192 0.328  0.4172
17 C 0.570 -0.997 1.514  1.6593
18 H -2.883 -1.953 2.856  0.4355
19 Ti -0.582 -1.066 -1.005  -0.9746
20 C 1.988 -0.329 -5.475  -0.6279
21 C 1.758 0.187 -4.179  0.1320
22 H -2.931 2.674 4.283  0.5024
23 H -1.197 4.417 0.971  0.3851
24 H -0.912 -2.400 5.010  0.4319
25 H -0.796 -3.469 3.614  0.3369
26 H 0.088 -3.919 -6.252  0.3906
27 C -0.207 3.202 -2.050  0.2697
28 C -0.676 4.360 0.024  -0.0699
29 Br -2.156 -2.701 -0.002  -0.4702
30 H 3.758 -0.536 0.080  0.2367
31 C -0.828 -4.057 -4.327  -1.1267
32 C 2.159 -3.068 -1.512  -1.1544
33 H 0.850 -4.922 0.656  0.3523
34 H 3.855 -2.175 1.404  0.3894
35 H 1.713 -3.997 -1.881  0.2422
36 Br -2.218 0.395 -3.766  -0.2519
37 H 3.739 1.215 0.234  0.4686
38 H -0.525 -4.255 1.534  0.2812
39 C -2.870 2.596 0.917  -0.0371
40 C -2.387 -0.622 -2.092  -1.2830
41 H -0.367 2.352 -2.701  0.2215
42 H 1.216 4.139 -3.339  0.6945
43 H 3.087 -3.096 2.678  0.3508
44 H 3.091 -3.309 -1.003  0.5066
45 H 0.978 -4.642 2.387  0.3924
46 H -4.255 3.584 -0.398  0.5320
47 H 0.453 2.402 2.128  0.3861
48 H -2.925 -0.253 3.300  0.3774
49 H 3.964 0.573 2.901  0.4292
50 H -1.332 -4.994 -4.518  0.4933
51 C 0.968 -0.484 -3.283  0.3262
52 H -0.435 0.890 0.732  -1.9995
53 H 3.499 -3.894 1.174  0.4894
54 C -0.044 -3.465 -5.279  -1.0755
55 H -3.090 -0.061 -1.485  0.9804
56 C -3.965 3.401 0.631  -0.3725
57 C 0.891 5.281 -1.550  -0.7339
58 C 1.251 2.131 1.434  -1.1003
59 C 3.102 0.330 0.115  -1.0435
60 H -1.055 0.352 4.959  0.5019
61 C -0.375 -2.573 4.071  -1.3175
62 C 0.593 -2.243 -4.990  0.7954
63 N -0.402 -2.301 -2.775  1.0234
64 H -1.615 -3.874 -2.306  0.4892
65 C 0.214 5.358 -0.340  -0.7546
66 C 3.124 -2.955 1.591  -1.5083
67 H 1.584 6.064 -1.830  0.4019
68 C 0.685 4.205 -2.400  -0.9200
69 O 0.649 -0.085 -2.068  1.0897
70 H -0.256 1.364 3.755  0.3531
71 C -4.301 3.707 2.990  -0.5418
72 C 2.921 0.336 3.133  -1.4240
73 H -2.698 -0.730 1.612  0.1360
74 Si -0.574 -1.046 2.977  0.6800
75 N -1.121 0.670 0.024  1.7082
76 H 2.608 0.410 -0.841  -0.1170
77 C 0.380 -1.705 -3.712  0.0041
78 C -2.489 2.328 2.220  0.6219
79 H -2.867 -1.545 -2.396  0.6707
80 C -3.214 2.889 3.261  -1.1449
81 H -4.867 4.139 3.805  0.4059
82 H 2.565 1.078 3.851  0.4200
83 Si 1.343 -2.579 1.084  -0.0634
84 O 1.280 -2.385 -0.629  0.9627
85 C -0.263 0.368 4.204  -1.3700
86 H 2.905 -0.635 3.632  0.3240
87 C -2.443 -0.977 2.639  -1.2721
88 H -5.537 4.588 1.470  0.4093
89 Si 1.871 0.338 1.553  0.8320

This record from the Open Molecules 2025 dataset describes a molecular structure, C36H31AsN2O2PRhS. The level of theory is ωB97M-V/def2-TZVPD.

Results
Calculated total energy ... -128865.8042 eV
Gap between HOMO and LUMO (alpha / beta) ... 5.50 / 5.50 eV
Total charge ... +2
Max |F| ... 3.70 eV/A
E_LUMO (alpha / beta) ... -8.127 / -8.126 eV
Multiplicity ... 1
HOMO level (alpha / beta) ... -13.62 / -13.63 eV

Last column: Mulliken charge in e.
CARTESIAN COORDINATES (ANGSTROEM)
1 H 2.193 -3.914 -5.055  0.4260
2 H -3.975 -5.408 -2.943  0.4566
3 C -0.557 -3.050 -0.177  -0.9083
4 H 1.886 2.993 3.914  0.4284
5 O 1.050 3.068 0.804  -0.6391
6 C 2.383 0.322 1.999  0.6640
7 C -3.891 -3.863 -4.428  -0.5200
8 H 0.870 0.959 3.249  -0.0289
9 C -2.117 -2.610 -2.710  0.3178
10 O 0.362 1.156 -0.097  -0.3097
11 Rh -0.443 -0.774 0.734  0.2823
12 As -0.747 -1.721 -1.621  1.4457
13 H -5.968 -0.339 -2.324  0.4800
14 H -4.220 1.889 6.600  0.4279
15 C 0.968 -2.976 -3.585  -0.3346
16 N 3.556 0.596 1.466  -0.5148
17 C 0.844 -1.891 -2.719  0.1448
18 H -1.990 -1.067 -4.193  0.4809
19 H -1.618 -0.430 4.111  0.4302
20 C -2.347 0.363 4.243  -0.2331
21 C -4.443 -0.211 0.693  -0.6752
22 C 2.087 -3.068 -4.392  -0.7082
23 C -4.134 0.689 -1.921  -0.6400
24 C -3.561 -4.451 -3.218  -0.7242
25 C -3.705 2.122 3.270  -0.4117
26 C -4.232 2.391 4.520  -0.7640
27 C -3.331 0.559 0.342  0.7709
28 C -1.228 2.457 1.146  -0.9362
29 C 0.537 -3.902 -0.028  -0.6996
30 H 0.196 -3.741 -3.611  0.4839
31 H -3.587 -2.193 -5.732  0.4693
32 C 0.215 2.225 0.551  0.2034
33 C -2.880 0.648 5.488  -0.6989
34 C 0.546 -4.831 1.000  -0.7262
35 C 2.933 -1.000 -3.488  -0.7078
36 H 5.153 1.847 1.354  0.4680
37 H -1.826 3.019 0.424  0.4983
38 H -0.483 -5.600 2.714  0.4401
39 H -6.249 -1.120 0.002  0.4607
40 H -4.023 1.060 -2.928  0.4797
41 C -2.446 -2.017 -3.928  -0.4016
42 H -1.136 3.065 2.049  0.4448
43 H -2.304 1.579 -1.251  0.2792
44 C 3.057 -2.075 -4.355  -0.5150
45 C -5.234 -0.082 -1.574  -0.5500
46 C -3.170 0.991 -0.977  -0.7565
47 H -2.406 -4.077 2.489  0.5338
48 C -5.389 -0.524 -0.266  -0.7060
49 H 1.379 -5.511 1.101  0.4694
50 H -4.586 -4.353 -5.092  0.4325
51 S 1.657 -1.201 1.719  -0.3368
52 H 1.361 -3.837 -0.732  0.4941
53 C -1.585 -4.020 1.792  -1.1822
54 H -2.522 -2.506 0.569  0.7636
55 C -2.692 -3.821 -2.344  -0.1505
56 C -1.619 -3.099 0.753  1.2739
57 C -3.814 1.664 5.626  -0.5063
58 H -4.012 2.688 2.399  0.4316
59 H -4.575 -0.552 1.712  0.5304
60 C 1.824 -0.904 -2.665  -0.4103
61 H 3.908 -2.139 -5.016  0.4139
62 H -4.964 3.174 4.641  0.4520
63 H -2.450 -4.292 -1.399  0.3415
64 C 3.653 2.611 2.732  -0.5967
65 C 2.405 2.335 3.231  0.0481
66 N 1.791 1.193 2.877  0.1504
67 H 4.188 3.500 3.022  0.4363
68 H -2.568 0.087 6.354  0.4613
69 C -3.330 -2.645 -4.787  -0.8217
70 C 4.187 1.694 1.812  -0.1035
71 C -0.501 -4.880 1.911  -0.6588
72 H 1.699 -0.066 -1.989  0.2641
73 H 3.693 -0.235 -3.471  0.4523
74 C -2.762 1.103 3.141  0.2631
75 P -1.985 0.815 1.530  1.6810